(1)
Here is 5 unconnected molecules or ions with the total composition C10H30O10 in a non-equilibrium geometry from the OMol25 dataset. Energies are from ωB97M-V with the def2-TZVPD basis set.

Results
Energy relative to the best compared isomer or geometry (same formula, charge and spin): 35.89 kcal/mol
<S²>: 0.755
Highest occupied orbital energy (spin up / spin down): -11.94 / -11.94 eV
Gap between HOMO and LUMO (spin up / spin down): 9.03 / 2.53 eV
Charge: +1
Electronic energy: -31317.3390 eV
Spin multiplicity: 2

Element x y z (Å)
1 C 2.7745 -4.1228 -0.6629
2 C 2.3777 -2.6842 -1.2882
3 O 1.0241 -2.4508 -1.0921
4 O 1.8601 -5.1403 -1.1907
5 H 2.7480 -3.9404 0.4114
6 H 3.8080 -4.4077 -0.8597
7 H 2.4880 -2.6958 -2.3726
8 H 2.9186 -1.9080 -0.7468
9 H 0.9316 -1.5008 -0.9889
10 H 2.2909 -5.9884 -1.0618
11 C -1.0272 1.6252 -1.0797
12 C -0.6160 0.6917 -0.0015
13 O 0.6885 0.2636 -0.2831
14 O -0.3527 2.8387 -0.7191
15 H -2.1058 1.7629 -1.0031
16 H -0.8485 1.2199 -2.0756
17 H -1.3205 -0.1334 0.1033
18 H -0.5253 1.2737 0.9157
19 H 1.1180 -0.0100 0.5307
20 H 0.5549 2.5881 -0.9060
21 C 2.4384 1.5595 -2.8389
22 C 1.5932 1.8717 -4.1237
23 O 1.1857 3.2423 -4.0661
24 O 3.4878 2.4834 -2.7045
25 H 2.8076 0.5340 -2.8491
26 H 1.8211 1.6600 -1.9462
27 H 0.6999 1.2547 -4.0260
28 H 2.1149 1.5490 -5.0247
29 H 0.3020 3.2808 -4.4391
30 H 4.0445 2.3261 -1.9384
31 C 1.2969 -2.3268 2.5356
32 C -0.2438 -2.1884 2.6977
33 O -0.9433 -3.3021 3.2776
34 O 2.0517 -1.3522 1.7910
35 H 1.4303 -3.2879 2.0389
36 H 1.7124 -2.4652 3.5337
37 H -0.7936 -2.1436 1.7576
38 H -0.4130 -1.2270 3.1828
39 H -1.7879 -2.9846 3.6052
40 H 2.8482 -1.0818 2.2535
41 C -5.1133 2.8959 2.1988
42 C -3.6802 2.5060 1.7415
43 O -3.2925 1.5035 2.6725
44 O -5.9582 1.8027 2.4632
45 H -5.5495 3.4825 1.3902
46 H -5.0708 3.5778 3.0482
47 H -3.0251 3.3543 1.9401
48 H -3.5191 2.2068 0.7058
49 H -2.4115 1.7686 2.9466
50 H -6.8195 2.2183 2.5471

natural (NBO) atomic charge list, values in e, 4 entries: -0.07 -0.13 -0.28 -0.62


(2)
Here is 5 unconnected molecules or ions with the total composition C10H31N7O6 in a non-equilibrium geometry from the OMol25 dataset. Energies are from ωB97M-V with the def2-TZVPD basis set.

Results
Energy relative to the best compared isomer or geometry (same formula, charge and spin): 12.86 kcal/mol
Highest occupied orbital energy: -8.66 eV
Gap between HOMO and LUMO: 9.06 eV
Charge: 0
Electronic energy: -33586.8230 eV
SMILES string: COCCNCCOC.NC(N)=O.NC(N)=O.NC(N)=O.CO

Element x y z (Å)
1 C 5.1495 2.3889 4.0605
2 O 4.1461 1.4236 3.5580
3 C 2.9314 1.8883 3.0318
4 C 2.2932 0.6537 2.3850
5 N 2.8768 0.2384 1.0931
6 C 1.9039 -0.6859 0.4799
7 C 2.0353 -0.9396 -1.0435
8 O 0.8768 -1.7082 -1.5533
9 C 1.0597 -1.7590 -2.9616
10 H 4.7175 2.6511 5.0262
11 H 5.3498 3.1396 3.2960
12 H 6.1053 1.8913 4.2245
13 H 3.1924 2.6505 2.2976
14 H 2.2041 2.1525 3.7995
15 H 1.2578 0.9287 2.1837
16 H 2.2877 -0.1916 3.0731
17 H 3.7960 -0.1670 0.9896
18 H 0.9032 -0.2644 0.5746
19 H 1.8373 -1.5312 1.1648
20 H 2.9926 -1.4166 -1.2538
21 H 2.0361 0.0620 -1.4734
22 H 0.1846 -2.0341 -3.5503
23 H 1.7790 -2.4726 -3.3634
24 H 1.3155 -0.8057 -3.4240
25 N -0.2980 -3.1295 0.4048
26 C -1.2647 -2.6495 1.1414
27 N -2.0039 -3.6318 1.4475
28 O -1.4718 -1.4720 1.2562
29 H 0.2117 -2.3952 -0.0653
30 H -0.3141 -4.0775 0.0569
31 H -1.6163 -4.5492 1.2795
32 H -2.9332 -3.4080 1.7737
33 N -0.7959 1.9420 4.4899
34 C -0.9822 0.8052 3.9038
35 N -1.4093 1.1000 2.6941
36 O -0.7983 -0.2727 4.4434
37 H -0.3199 1.8641 5.3773
38 H -0.9504 2.8203 4.0158
39 H -1.2232 1.9855 2.2452
40 H -1.5000 0.3064 2.0760
41 N -3.7696 2.2210 -6.9146
42 C -4.6665 1.4412 -6.3014
43 N -4.2954 1.1390 -5.0872
44 O -5.7805 1.1997 -6.7792
45 H -3.9102 2.5851 -7.8461
46 H -2.7978 2.3109 -6.6544
47 H -3.3254 1.0785 -4.8122
48 H -4.9882 0.6737 -4.5184
49 C -2.1029 -0.7798 -1.9973
50 O -1.7030 0.2390 -1.1106
51 H -1.4038 -1.6152 -2.0351
52 H -3.1258 -1.0501 -1.7351
53 H -2.2318 -0.5402 -3.0528
54 H -1.4617 -0.2330 -0.3102

natural (NBO) atomic charge list, values in e, 4 entries: -0.25 -0.57 -0.07 -0.22


(3)
Here is a molecular structure, C10H31O17P3STi in a non-equilibrium geometry from the OMol25 dataset. Energies are from ωB97M-V with the def2-TZVPD basis set.

Results
<S²>: 3.751
Highest occupied orbital energy (spin up / spin down): -1.02 / -1.02 eV
Gap between HOMO and LUMO (spin up / spin down): 2.82 / 2.71 eV
Charge: -1
Electronic energy: -107497.3068 eV
Spin multiplicity: 4

Element x y z (Å)
1 Ti 0.9169 -0.3348 0.7658
2 S 4.4598 -1.5008 1.4180
3 O 4.0440 -0.6606 0.3337
4 O 3.3276 -1.8630 2.2610
5 O 5.2406 -2.6972 1.0716
6 O 5.5979 -0.9788 2.1518
7 C -3.1830 -0.5031 2.9557
8 O -2.0230 -1.1820 2.6003
9 H -3.0670 -0.0610 3.9452
10 H -3.4889 0.2353 2.2146
11 H -3.9637 -1.2274 3.1882
12 H -2.0683 -1.9972 3.1052
13 C 1.2846 5.6610 4.7707
14 O 0.7044 4.8232 3.7778
15 P 0.2060 3.3025 4.0263
16 O 0.1676 2.5661 2.7326
17 O 1.2407 2.6712 5.1016
18 C 1.2721 1.2835 5.4145
19 O -1.2216 3.4568 4.7920
20 C -2.3378 4.0331 4.0584
21 H 2.2994 5.2757 4.8693
22 H 0.8426 5.6683 5.7671
23 H 1.3450 6.7110 4.4847
24 H 0.7537 1.2207 6.3713
25 H 2.2882 0.9226 5.5737
26 H 0.7685 0.6141 4.7171
27 H -3.2267 3.4669 4.3366
28 H -2.2180 3.9390 2.9791
29 H -2.5607 5.0630 4.3372
30 C -2.3796 -4.1234 -1.3049
31 O -1.4466 -5.1432 -1.6166
32 P 0.0563 -4.6990 -1.9335
33 O 0.5675 -3.6509 -1.0005
34 O 0.8664 -6.1031 -1.9018
35 C 2.2847 -6.1312 -1.7744
36 O 0.1028 -4.1934 -3.4532
37 C -0.4617 -4.9476 -4.4868
38 H -2.8182 -4.1779 -0.3085
39 H -3.1853 -4.1234 -2.0390
40 H -1.8312 -3.1840 -1.3742
41 H 2.7285 -6.8104 -1.0464
42 H 2.7178 -5.1604 -1.5330
43 H 2.8104 -6.4103 -2.6875
44 H -0.3081 -6.0267 -4.4776
45 H -0.0605 -4.6220 -5.4465
46 H -1.5071 -4.6485 -4.5624
47 C 1.6498 2.1074 -4.3142
48 O 0.5240 2.8692 -3.9972
49 P -0.7184 2.0708 -3.3592
50 O -0.3946 1.1934 -2.2418
51 O -1.7894 3.2531 -2.9701
52 C -1.7610 4.0596 -1.7745
53 O -1.4503 1.3434 -4.6471
54 C -0.7148 0.3910 -5.4237
55 H 1.8031 1.8811 -5.3693
56 H 1.7879 1.1541 -3.8041
57 H 2.4738 2.7512 -4.0064
58 H -0.9105 3.8552 -1.1242
59 H -2.6838 3.8907 -1.2195
60 H -1.7014 5.1108 -2.0564
61 H -1.4222 -0.4233 -5.5806
62 H 0.1325 -0.0779 -4.9234
63 H -0.3615 0.8173 -6.3626

natural (NBO) atomic charge list, values in e, 4 entries: 0.93 2.59 -1.12 -1.13


(4)
Here is a molecular structure, C10H32BO12SV2 in a non-equilibrium geometry from the OMol25 dataset. Energies are from ωB97M-V with the def2-TZVPD basis set.

Results
Energy relative to the best compared isomer or geometry (same formula, charge and spin): 0.00 kcal/mol
Highest occupied orbital energy: -6.65 eV
Gap between HOMO and LUMO: 7.85 eV
Charge: -1
Electronic energy: -98348.4680 eV

Element x y z (Å)
1 O 7.5180 -21.2008 -21.2216
2 V 7.7664 -22.5168 -22.0378
3 O 6.4274 -23.0745 -22.6432
4 O 11.1596 -25.0108 -19.5944
5 V 10.4525 -24.5996 -20.9539
6 O 10.1294 -25.9370 -21.7451
7 S 9.8223 -22.7077 -24.0055
8 O 9.8161 -23.5407 -25.1835
9 O 9.6412 -23.5548 -22.7401
10 O 11.0176 -21.8860 -23.8599
11 O 8.5682 -21.8655 -23.8804
12 B 8.2989 -23.9837 -20.2495
13 H 8.7662 -24.7466 -19.4588
14 H 8.0791 -24.5728 -21.2489
15 H 7.2854 -23.4707 -19.8432
16 H 9.0461 -23.1149 -20.4796
17 C 6.4920 -25.9836 -16.5469
18 O 5.5523 -25.3209 -15.7029
19 H 7.0210 -26.7828 -16.0174
20 H 5.9187 -26.5355 -17.2946
21 H 7.1897 -25.3205 -17.0565
22 H 5.9186 -25.2900 -14.8173
23 C 5.7078 -26.1292 -20.8253
24 C 5.1147 -27.5021 -21.0885
25 C 4.0624 -27.8896 -20.0776
26 O 4.5172 -27.5947 -22.3767
27 H 6.3072 -25.8356 -21.6902
28 H 6.2941 -26.1008 -19.9107
29 H 4.9041 -25.3885 -20.7804
30 H 5.9169 -28.2532 -21.0249
31 H 3.1651 -27.2765 -20.2060
32 H 4.3809 -27.7307 -19.0450
33 H 3.7706 -28.9358 -20.1887
34 H 5.0231 -27.0517 -22.9881
35 C 10.4455 -20.3683 -19.8496
36 C 11.5025 -21.4151 -19.5964
37 C 11.3037 -22.1236 -18.2826
38 O 11.3897 -22.4195 -20.6351
39 H 9.4575 -20.7856 -19.6606
40 H 10.5250 -20.0070 -20.8735
41 H 10.5678 -19.5231 -19.1659
42 H 12.5006 -20.9730 -19.6579
43 H 12.0120 -22.9349 -18.1215
44 H 10.3180 -22.6029 -18.2806
45 H 11.3015 -21.4253 -17.4453
46 H 11.9505 -22.2063 -21.3902
47 C 9.5007 -27.8811 -19.3375
48 C 9.1669 -28.9977 -18.3784
49 C 7.6806 -29.3077 -18.3493
50 O 9.9139 -30.1568 -18.7669
51 H 8.8697 -27.0257 -19.0845
52 H 9.2412 -28.1230 -20.3710
53 H 10.5468 -27.5878 -19.3175
54 H 9.4770 -28.6587 -17.3802
55 H 7.3132 -29.7957 -19.2506
56 H 7.0747 -28.4074 -18.2080
57 H 7.4556 -29.9199 -17.4684
58 H 9.7958 -30.8420 -18.1039

Mulliken atomic charge list, values in e, 4 entries: -0.64 0.99 -0.60 -0.45